The following is a DFT calculation (the ωB97M-V functional and the def2-TZVPD basis) of a cluster of 6 separate species, C42H42F18N9O12S6 in total.

```
129
Properties=species:S:1:pos:R:3
C 1.341 -2.461 6.530
N 0.486 -1.441 5.846
C 1.090 -0.294 5.466
C 0.302 0.747 4.911
C -1.063 0.526 4.518
C -1.593 -0.730 4.803
C -0.823 -1.683 5.454
C -1.860 1.671 4.032
C -1.404 2.530 3.016
C -2.179 3.638 2.649
N -3.301 3.951 3.289
C -3.801 3.183 4.209
C -3.105 2.047 4.672
C -4.042 5.103 2.804
H 2.285 -1.983 6.792
H 1.478 -3.356 5.924
H 0.757 -2.843 7.368
H 2.127 -0.270 5.767
H 0.695 1.753 4.879
H -2.620 -0.862 4.494
H -1.135 -2.705 5.610
H -0.453 2.357 2.533
H -1.885 4.380 1.921
H -4.706 3.630 4.593
H -3.603 1.581 5.510
H -4.707 5.497 3.573
H -4.687 4.667 2.041
H -3.426 5.908 2.403
C -7.857 -2.333 5.400
N -7.267 -2.782 4.152
C -7.889 -2.436 2.947
C -7.302 -2.758 1.731
C -6.128 -3.439 1.715
C -5.502 -3.792 2.919
C -6.131 -3.483 4.134
C -5.369 -3.609 0.389
C -5.965 -4.180 -0.740
C -5.283 -4.192 -1.921
N -4.020 -3.606 -2.047
C -3.400 -3.127 -0.990
C -4.038 -3.129 0.242
C -3.454 -3.528 -3.397
H -8.909 -2.609 5.473
H -7.526 -1.314 5.599
H -7.267 -2.722 6.230
H -8.811 -1.885 3.064
H -7.638 -2.295 0.815
H -4.539 -4.277 2.979
H -5.608 -3.850 5.004
H -6.961 -4.597 -0.724
H -5.697 -4.602 -2.830
H -2.439 -2.693 -1.228
H -3.593 -2.662 1.108
H -4.171 -3.030 -4.048
H -3.265 -4.515 -3.820
H -2.594 -2.860 -3.363
C 8.612 5.701 -9.962
N 8.252 4.495 -9.225
C 9.245 3.789 -8.606
C 8.935 2.642 -7.886
C 7.548 2.269 -7.759
C 6.596 2.979 -8.472
C 6.962 4.147 -9.121
C 7.182 1.035 -7.005
C 7.583 -0.194 -7.423
C 7.347 -1.331 -6.652
N 6.509 -1.236 -5.534
C 6.030 -0.052 -5.110
C 6.393 1.150 -5.871
C 6.436 -2.392 -4.622
H 7.715 6.149 -10.390
H 9.255 5.476 -10.813
H 9.002 6.523 -9.361
H 10.240 4.205 -8.677
H 9.714 2.074 -7.399
H 5.529 2.809 -8.463
H 6.201 4.702 -9.650
H 8.216 -0.223 -8.298
H 7.694 -2.311 -6.942
H 5.451 -0.010 -4.199
H 6.129 2.108 -5.448
H 5.586 -2.376 -3.940
H 7.391 -2.448 -4.098
H 6.267 -3.257 -5.263
C -0.348 -7.089 3.612
F 0.267 -7.894 2.777
F 0.246 -6.990 4.806
F -0.459 -5.804 3.083
S -2.208 -7.705 3.924
O -2.928 -7.128 2.793
O -2.270 -9.126 3.854
N -2.575 -6.858 5.351
S -2.580 -7.979 6.449
O -3.814 -8.806 6.425
O -1.324 -8.804 6.571
C -2.628 -6.850 8.080
F -3.768 -6.105 8.001
F -2.752 -7.712 9.096
F -1.499 -6.121 8.213
C 2.587 -1.785 -0.270
F 2.289 -2.852 -1.025
F 2.394 -1.929 1.094
F 3.898 -1.477 -0.510
S 1.555 -0.298 -0.566
O 0.204 -0.440 -0.022
O 2.258 0.807 -0.040
N 1.613 -0.344 -2.382
S 1.244 1.041 -2.735
O 0.004 1.593 -2.241
O 2.403 1.889 -2.800
C 0.700 0.808 -4.616
F 1.627 0.119 -5.274
F -0.430 0.095 -4.784
F 0.560 2.019 -5.188
C -0.324 9.252 2.515
F -1.105 10.227 2.127
F 0.584 9.705 3.356
F -0.976 8.276 3.117
S 0.675 8.480 1.024
O 1.366 9.622 0.445
O 1.562 7.484 1.645
N -0.606 7.801 0.093
S 0.096 7.485 -1.183
O 0.829 8.518 -1.891
O 0.880 6.247 -1.028
C -1.442 7.094 -2.295
F -2.120 5.965 -1.892
F -2.248 8.113 -2.423
F -1.006 6.796 -3.498
```

ΔE to the lowest compared entry with this formula, charge and spin: 216.8 kcal per mole
Charge: +3
Highest occupied orbital energy: -11.481 eV
Kohn-Sham gap: 3.16 eV
E_tot: -7206.7026 Eh

The following is a DFT calculation (the ωB97M-V functional and the def2-TZVPD basis) of a cluster of 3 separate species, C18H25F7NO6PS in total.

```
59
Properties=species:S:1:pos:R:3
C 4.498 0.555 1.076
C 4.188 1.288 0.184
C 3.901 2.300 -0.859
C 2.363 2.360 -1.179
C 1.740 3.728 -0.804
P 0.093 3.571 0.052
S 1.039 2.705 1.878
C -1.015 2.071 -0.070
C -0.505 0.779 0.578
O -1.229 0.179 1.317
C -0.377 5.027 1.132
C 0.798 5.555 2.005
F 0.612 6.947 2.069
O -0.633 4.333 -1.400
C -1.909 4.427 -1.342
N -3.037 4.577 -1.128
H 4.968 0.133 1.934
H 4.236 3.263 -0.455
H 4.506 2.117 -1.751
H 1.929 1.527 -0.657
H 2.278 2.135 -2.245
H 1.573 4.265 -1.744
H 2.448 4.322 -0.222
H 2.011 1.841 1.500
H -1.191 1.836 -1.134
H -1.989 2.267 0.391
H 0.476 0.323 0.365
H -0.682 5.884 0.527
H -1.167 4.733 1.832
H 0.742 5.216 3.037
H 1.779 5.410 1.555
C -3.823 -1.474 2.080
C -2.885 -2.641 1.867
O -3.538 -3.896 2.154
C -4.313 -4.382 1.194
O -4.511 -3.874 0.131
C -4.894 -5.733 1.628
F -5.364 -5.695 2.881
F -3.958 -6.693 1.582
F -5.896 -6.114 0.838
H -4.240 -1.497 3.089
H -3.295 -0.536 1.938
H -4.662 -1.509 1.385
H -2.046 -2.572 2.556
H -2.476 -2.649 0.857
C 1.910 -5.348 -2.570
C 2.312 -4.373 -1.484
O 2.306 -3.018 -1.975
C 1.121 -2.426 -2.029
O 0.079 -2.915 -1.711
C 1.282 -0.984 -2.521
F 2.090 -0.897 -3.582
F 1.807 -0.199 -1.558
F 0.117 -0.442 -2.872
H 2.546 -5.225 -3.447
H 1.995 -6.373 -2.212
H 0.882 -5.178 -2.892
H 3.333 -4.573 -1.164
H 1.673 -4.461 -0.606
```

Highest occupied orbital energy: -9.569 eV
Kohn-Sham gap: 9.86 eV
E_tot: -2645.5878 Eh

The following is a DFT calculation (the ωB97M-V functional and the def2-TZVPD basis) of a cluster of 3 separate species, C5H17NO2 in total.

```
25
Properties=species:S:1:pos:R:3
C 0.047 1.606 1.476
C -0.802 0.350 1.101
N -0.894 0.447 -0.346
C -1.098 -0.908 -0.984
C 0.007 -1.275 -1.940
C -1.866 1.498 -0.849
H 0.998 1.839 0.913
H -0.548 2.512 1.656
H 0.541 1.724 2.532
H -1.688 0.305 1.782
H -0.008 -0.407 1.358
H -2.025 -1.221 -1.514
H -1.078 -1.557 -0.084
H 0.677 -0.482 -2.217
H -0.385 -1.492 -2.962
H 0.640 -2.088 -1.561
H -2.189 1.437 -1.943
H -1.289 2.504 -1.011
H -2.740 1.554 -0.025
H 2.346 0.688 0.099
H 3.694 0.389 0.749
O 2.934 1.017 0.777
H 0.106 -2.063 0.715
H 1.272 -2.641 1.237
O 0.843 -2.487 0.457
```

ΔE to the lowest compared entry with this formula, charge and spin: 84.2 kcal per mole
Highest occupied orbital energy: -8.599 eV
Kohn-Sham gap: 9.27 eV
E_tot: -405.8082 Eh

The following is a DFT calculation (the ωB97M-V functional and the def2-TZVPD basis) of a cluster of 2 separate species, C4H10N2O2 in total.

```
18
Properties=species:S:1:pos:R:3
C -2.239 -0.106 -0.022
C -3.800 -0.043 0.062
C 2.313 0.030 -0.077
C 3.768 -0.048 0.211
H -0.666 1.147 0.149
H -2.001 2.006 -0.204
H -4.299 -0.364 -0.789
H -4.060 0.958 0.467
H -3.996 -0.515 1.054
H 0.364 -0.746 -0.109
H 1.825 -2.011 -0.430
H 4.294 -1.076 0.091
H 4.235 0.516 1.068
H 4.276 0.396 -0.709
N -1.699 1.108 -0.150
N 1.524 -1.059 -0.152
O -1.667 -1.151 0.081
O 1.791 1.196 -0.022
```

ΔE to the lowest compared entry with this formula, charge and spin: 49.7 kcal per mole
Highest occupied orbital energy: -9.565 eV
Kohn-Sham gap: 10.41 eV
E_tot: -418.3818 Eh

Q: Which value of Kohn-Sham gap does entry 1 give?
A: 3.16 eV

Q: What is the formula in the second record?
A: C18H25F7NO6PS